[1]
{"formula": "C5H5ClN2S2", "method": "ωB97M-V/def2-TZVPD", "charge": 0, "lumo_energy_ha": 0.02135, "orbital_gap_ev": 9.24, "de_lowest_kcal_mol": 0.0, "largest_force_ev_per_a": 2.753, "e_tot_ev": -42436.99094, "smiles": "Sc1cscc1N/C=N/Cl", "species": ["S", "C", "C", "S", "C", "C", "N", "C", "N", "Cl", "H", "H", "H", "H", "H"], "positions_angstrom": [[1.492, 1.886, 0.817], [1.324, 0.167, 0.380], [2.159, -0.838, 0.763], [1.599, -2.353, 0.181], [0.305, -1.613, -0.551], [0.272, -0.269, -0.427], [-0.694, 0.647, -0.880], [-1.983, 0.743, -0.493], [-2.587, -0.088, 0.257], [-4.214, 0.198, 0.500], [2.391, 1.382, 1.555], [3.122, -0.903, 1.396], [-0.396, -2.015, -1.265], [-0.209, 1.461, -1.332], [-2.582, 1.596, -0.902]], "forces_ev_per_angstrom": [[-1.158, -0.227, -1.027], [0.744, 0.930, 0.346], [1.907, -0.827, 1.170], [0.443, -0.042, 0.272], [-1.820, 0.224, -2.054], [-0.280, -0.291, 1.136], [1.799, 1.110, -1.372], [-1.953, 1.080, -0.265], [1.672, -0.883, 0.038], [-0.892, 0.353, 0.067], [1.965, 0.296, 1.758], [-1.887, 0.653, -1.110], [0.012, -0.943, 0.330], [-1.476, -0.978, 0.617], [0.924, -0.455, 0.094]], "nbo_charge": [0.04, -0.19, -0.47, 0.52, -0.43, 0.06, -0.60, 0.27, -0.52, 0.11, 0.13, 0.25, 0.25, 0.41, 0.17]}

[2]
{"formula": "C19H36BaN4O6P2S2", "method": "ωB97M-V/def2-TZVPD", "charge": 2, "lumo_energy_ha": -0.18704, "orbital_gap_ev": 7.76, "largest_force_ev_per_a": 1.458, "e_tot_ev": -79471.18293, "species": ["Ba", "N", "C", "N", "C", "C", "S", "C", "C", "S", "C", "N", "N", "H", "H", "H", "H", "H", "H", "C", "C", "C", "O", "P", "O", "C", "P", "O", "O", "C", "C", "C", "O", "C", "C", "C", "O", "C", "C", "C", "H", "H", "H", "H", "H", "H", "H", "H", "H", "H", "H", "H", "H", "H", "H", "H", "H", "H", "H", "H", "H", "H", "H", "H", "H", "H", "H", "H", "H", "H"], "positions_angstrom": [[-1.617, 0.577, 1.544], [-1.720, 4.439, 2.214], [-2.963, 3.951, 2.481], [-3.260, 2.673, 2.434], [-4.601, 2.459, 2.711], [-5.319, 3.582, 2.938], [-4.310, 4.971, 2.844], [-5.120, 1.094, 2.727], [-6.259, 0.683, 3.335], [-6.518, -0.992, 3.049], [-5.068, -1.044, 2.118], [-4.432, 0.099, 2.055], [-4.586, -2.186, 1.532], [-0.943, 3.815, 2.377], [-1.532, 5.400, 2.447], [-6.375, 3.674, 3.129], [-6.934, 1.255, 3.947], [-5.205, -2.982, 1.530], [-4.148, -2.036, 0.633], [0.676, -5.339, -0.443], [-0.324, -4.236, -0.183], [-1.292, -4.559, 0.934], [0.440, -3.034, 0.224], [0.183, -1.635, -0.420], [-1.193, -1.114, -0.257], [1.377, -0.623, 0.603], [1.475, 1.231, 0.604], [0.593, 1.839, 1.644], [0.927, 1.504, -0.850], [0.775, 2.872, -1.361], [1.531, 2.959, -2.669], [-0.710, 3.131, -1.520], [2.921, 1.747, 0.787], [4.125, 1.389, 0.010], [4.871, 2.681, -0.235], [4.926, 0.387, 0.811], [0.602, -1.628, -1.916], [1.800, -2.281, -2.473], [2.705, -1.200, -3.018], [1.325, -3.240, -3.541], [0.147, -6.243, -0.743], [1.243, -5.559, 0.461], [1.367, -5.073, -1.240], [-0.867, -3.972, -1.095], [-0.754, -4.843, 1.838], [-1.920, -5.398, 0.635], [-1.935, -3.704, 1.145], [2.358, -0.961, 0.248], [1.313, -0.976, 1.636], [1.202, 3.552, -0.618], [1.086, 2.288, -3.404], [2.579, 2.691, -2.530], [1.489, 3.975, -3.059], [-1.156, 2.365, -2.156], [-0.874, 4.101, -1.987], [-1.208, 3.155, -0.546], [3.776, 0.967, -0.935], [5.154, 3.133, 0.714], [4.265, 3.389, -0.798], [5.777, 2.474, -0.804], [5.191, 0.813, 1.778], [5.846, 0.148, 0.279], [4.378, -0.542, 0.973], [2.283, -2.825, -1.657], [2.200, -0.656, -3.816], [3.613, -1.648, -3.422], [2.991, -0.495, -2.238], [0.783, -2.699, -4.316], [0.672, -4.004, -3.123], [2.181, -3.734, -3.999]], "forces_ev_per_angstrom": [[-1.337, 0.241, 0.529], [0.122, 0.001, -0.010], [-0.448, -0.074, 0.050], [0.494, -0.064, -0.088], [-0.103, 0.316, 0.028], [0.047, -0.085, -0.020], [0.169, -0.024, -0.024], [-0.349, -0.159, 0.086], [0.158, 0.038, 0.010], [0.020, -0.064, -0.130], [-0.081, 0.260, 0.250], [0.460, -0.097, -0.278], [0.026, -0.083, -0.089], [0.031, 0.069, 0.005], [-0.006, -0.008, -0.006], [-0.015, 0.016, 0.007], [-0.016, -0.012, 0.022], [0.015, 0.010, 0.013], [-0.024, -0.027, 0.022], [-0.076, 0.077, -0.018], [-0.099, -0.176, 0.041], [-0.011, 0.079, -0.120], [0.247, 0.159, -0.038], [1.099, 0.548, 0.413], [-0.680, 0.040, -0.099], [0.407, 0.003, -0.547], [-0.447, -0.554, -0.617], [0.019, -0.124, 0.159], [0.337, -0.272, 0.143], [-0.103, 0.308, -0.207], [0.022, -0.052, 0.101], [0.083, -0.009, 0.134], [-0.073, -0.183, 0.156], [0.138, 0.033, -0.062], [-0.067, -0.036, -0.023], [-0.068, 0.039, -0.065], [-0.125, 0.109, 0.176], [0.116, -0.093, -0.166], [-0.069, -0.031, 0.078], [-0.007, 0.013, 0.083], [-0.006, -0.006, -0.001], [0.010, 0.012, 0.013], [0.045, -0.013, -0.003], [0.013, -0.064, -0.005], [0.015, 0.034, 0.020], [-0.011, -0.013, 0.007], [-0.011, -0.046, 0.032], [0.037, -0.047, 0.111], [0.043, 0.008, 0.038], [0.009, 0.013, -0.052], [0.022, -0.019, -0.007], [0.004, -0.004, -0.029], [-0.018, 0.016, 0.015], [-0.020, -0.007, 0.008], [0.006, 0.008, 0.003], [-0.025, -0.011, -0.033], [0.040, -0.018, -0.015], [0.007, 0.013, 0.007], [0.000, 0.012, 0.006], [0.003, -0.002, -0.008], [0.001, -0.010, 0.023], [-0.004, -0.007, -0.016], [0.027, -0.015, 0.039], [0.023, 0.003, -0.008], [0.010, 0.023, -0.003], [-0.003, -0.019, -0.011], [-0.003, 0.039, 0.006], [-0.005, 0.008, -0.009], [-0.028, -0.013, -0.037], [0.013, -0.007, 0.005]], "nbo_charge": [1.89, -0.80, 0.25, -0.68, 0.18, -0.44, 0.46, 0.07, -0.42, 0.47, 0.24, -0.63, -0.81, 0.40, 0.42, 0.26, 0.26, 0.41, 0.40, -0.63, 0.11, -0.63, -0.85, 2.48, -1.22, -1.26, 2.45, -1.21, -0.85, 0.10, -0.63, -0.63, -0.82, 0.11, -0.63, -0.63, -0.83, 0.11, -0.62, -0.63, 0.24, 0.23, 0.22, 0.19, 0.23, 0.24, 0.21, 0.29, 0.28, 0.19, 0.22, 0.22, 0.24, 0.23, 0.25, 0.19, 0.18, 0.23, 0.22, 0.24, 0.24, 0.24, 0.20, 0.19, 0.23, 0.24, 0.19, 0.23, 0.22, 0.24]}

[3]
{"formula": "C2H2N2OS", "method": "ωB97M-V/def2-TZVPD", "charge": 0, "lumo_energy_ha": 0.02439, "orbital_gap_ev": 10.11, "de_lowest_kcal_mol": 8.9, "largest_force_ev_per_a": 4.903, "e_tot_ev": -17968.58810, "smiles": "N=C=O.N=C=S", "species": ["N", "C", "O", "H", "N", "C", "S", "H"], "positions_angstrom": [[2.458, 1.621, -0.712], [1.483, 1.114, -1.185], [0.472, 0.682, -1.519], [3.362, 1.236, -0.592], [-2.405, -1.779, 1.034], [-1.709, -0.767, 0.967], [-1.155, 0.630, 1.287], [-2.506, -2.737, 0.721]], "forces_ev_per_angstrom": [[0.300, 0.965, 0.132], [0.441, -0.340, 0.714], [-1.243, -0.370, -0.947], [0.546, -0.270, -0.013], [1.543, 1.678, -0.568], [-2.990, -3.786, 0.877], [0.994, 1.452, -0.106], [0.408, 0.670, -0.090]], "nbo_charge": [-0.78, 0.87, -0.50, 0.42, -0.68, 0.20, 0.05, 0.43]}

[4]
{"formula": "C35H37AsCl4GeN4ORhSe", "method": "ωB97M-V/def2-TZVPD", "charge": 0, "lumo_energy_ha": [-0.04890, -0.08613], "orbital_gap_ev": [6.20, 5.15], "de_lowest_kcal_mol": 19.1, "spin_multiplicity": 2, "largest_force_ev_per_a": 2.181, "e_tot_ev": -280706.75979, "species": ["Rh", "Se", "C", "C", "C", "N", "C", "C", "H", "H", "H", "H", "C", "C", "C", "C", "C", "C", "As", "N", "C", "C", "C", "C", "C", "C", "C", "C", "C", "C", "C", "C", "C", "C", "C", "C", "C", "C", "H", "H", "H", "H", "H", "H", "H", "H", "H", "H", "H", "H", "H", "H", "H", "H", "H", "H", "H", "H", "H", "H", "H", "H", "H", "H", "H", "Cl", "N", "C", "O", "C", "C", "C", "N", "C", "C", "H", "H", "H", "H", "H", "H", "Cl", "Ge", "Cl", "Cl"], "positions_angstrom": [[0.311, 0.295, 0.421], [2.353, 0.600, 1.667], [3.974, -0.023, 0.878], [4.219, -1.361, 0.630], [5.445, -1.698, 0.071], [6.389, -0.817, -0.234], [6.140, 0.463, 0.028], [4.958, 0.917, 0.589], [3.486, -2.123, 0.852], [5.665, -2.736, -0.150], [6.926, 1.168, -0.218], [4.812, 1.972, 0.781], [-3.917, 6.676, -3.076], [-2.954, 5.658, -2.537], [-1.887, 5.200, -3.297], [-0.985, 4.271, -2.796], [0.128, 3.803, -3.698], [-1.139, 3.801, -1.481], [0.278, 2.572, -0.925], [0.121, 2.309, 0.852], [0.193, 2.943, 2.085], [1.091, 3.976, 2.388], [1.097, 4.567, 3.642], [0.241, 4.128, 4.641], [-0.610, 3.064, 4.371], [-0.633, 2.478, 3.118], [1.924, 3.601, -1.144], [3.039, 2.907, -1.630], [2.971, 1.477, -2.096], [4.262, 3.570, -1.714], [4.400, 4.895, -1.336], [5.723, 5.599, -1.426], [3.269, 5.570, -0.892], [2.023, 4.960, -0.804], [0.860, 5.812, -0.361], [-2.264, 4.171, -0.731], [-2.632, 3.634, 0.626], [-3.131, 5.115, -1.275], [-3.608, 7.033, -4.057], [-3.989, 7.536, -2.409], [-4.919, 6.253, -3.170], [-1.755, 5.567, -4.308], [-0.102, 4.053, -4.732], [0.270, 2.718, -3.651], [1.083, 4.269, -3.446], [1.809, 4.285, 1.644], [1.800, 5.366, 3.845], [0.247, 4.595, 5.616], [-1.264, 2.684, 5.146], [-1.298, 1.646, 2.916], [2.209, 1.333, -2.865], [2.729, 0.790, -1.285], [3.931, 1.165, -2.506], [5.122, 3.029, -2.092], [6.532, 4.897, -1.629], [5.951, 6.126, -0.499], [5.715, 6.339, -2.228], [3.354, 6.614, -0.610], [1.231, 6.736, 0.082], [0.231, 5.318, 0.375], [0.222, 6.078, -1.206], [-2.168, 2.679, 0.842], [-3.716, 3.524, 0.682], [-2.324, 4.324, 1.417], [-3.991, 5.416, -0.686], [0.401, -1.413, 1.996], [-6.718, -0.450, 0.460], [-5.962, 0.558, -0.037], [-6.422, 1.585, -0.489], [-4.475, 0.336, 0.016], [-3.703, 0.764, -1.051], [-2.334, 0.601, -0.990], [-1.715, 0.057, 0.068], [-2.464, -0.359, 1.099], [-3.840, -0.241, 1.105], [-7.719, -0.361, 0.402], [-6.321, -1.344, 0.685], [-4.161, 1.229, -1.911], [-1.702, 0.902, -1.811], [-1.930, -0.799, 1.927], [-4.394, -0.572, 1.972], [-0.807, -3.077, -1.112], [0.601, -1.412, -1.303], [2.456, -2.405, -1.859], [0.016, -0.598, -3.271]], "forces_ev_per_angstrom": [[0.890, -0.313, -1.966], [0.228, 0.434, -0.103], [0.036, -0.025, -0.023], [0.042, 0.025, 0.037], [-0.071, -0.078, 0.036], [0.077, -0.004, -0.031], [-0.005, 0.081, 0.014], [-0.002, -0.062, 0.036], [-0.016, 0.000, -0.016], [0.006, -0.011, -0.001], [0.004, -0.003, -0.007], [-0.019, 0.009, -0.004], [-0.039, 0.026, -0.023], [0.038, -0.012, -0.018], [0.019, 0.012, 0.039], [-0.051, 0.008, -0.040], [0.068, -0.017, -0.060], [-0.122, -0.390, -0.467], [0.283, 0.037, 1.764], [-0.464, 0.165, 0.832], [0.082, 0.223, -0.040], [-0.049, -0.066, -0.011], [0.014, -0.002, 0.027], [-0.005, 0.007, -0.010], [-0.004, -0.011, 0.045], [-0.023, 0.015, -0.021], [0.059, -0.131, -0.179], [0.014, -0.006, -0.003], [0.007, -0.039, -0.083], [-0.009, 0.007, 0.006], [-0.054, 0.002, 0.006], [0.049, 0.016, -0.007], [0.004, -0.014, -0.042], [0.012, -0.010, 0.062], [-0.016, 0.048, -0.058], [0.048, 0.031, -0.030], [0.009, -0.010, 0.078], [0.005, -0.026, 0.003], [0.002, 0.001, -0.008], [0.002, 0.002, 0.006], [-0.004, -0.007, 0.003], [0.007, 0.011, -0.019], [-0.005, -0.023, -0.007], [-0.010, 0.008, 0.001], [-0.039, 0.009, -0.029], [0.021, 0.040, -0.065], [0.000, 0.007, -0.006], [0.016, -0.014, 0.015], [-0.009, 0.004, 0.007], [0.007, 0.004, -0.015], [0.011, 0.014, 0.000], [-0.004, 0.007, -0.036], [-0.004, -0.001, -0.023], [0.017, -0.014, 0.011], [0.003, -0.006, 0.000], [0.000, 0.002, 0.008], [-0.005, 0.009, -0.010], [0.004, 0.017, 0.005], [-0.006, -0.009, 0.021], [-0.031, -0.032, 0.013], [0.030, 0.019, -0.002], [-0.004, -0.028, -0.009], [-0.004, 0.029, 0.023], [0.030, -0.015, -0.002], [-0.018, -0.004, 0.007], [-0.098, -0.110, 0.288], [-0.034, -0.010, 0.074], [0.037, 0.046, -0.017], [-0.018, -0.006, -0.030], [-0.004, 0.019, -0.055], [0.000, -0.033, 0.026], [-0.026, -0.177, -0.044], [-0.748, 0.556, 0.128], [-0.045, -0.029, -0.196], [0.024, -0.081, -0.018], [0.004, -0.009, -0.003], [-0.006, -0.006, -0.018], [0.002, 0.019, -0.010], [-0.023, -0.020, -0.025], [-0.019, 0.033, 0.058], [-0.002, -0.005, 0.012], [0.023, 0.001, -0.035], [-0.076, -0.172, 0.358], [-0.007, -0.028, -0.036], [-0.035, 0.061, -0.085]], "lowdin_charge": [0.23, 0.92, -0.58, -0.15, -0.15, 0.07, -0.14, -0.12, 0.08, 0.11, 0.11, 0.10, -0.04, -0.26, -0.01, -0.29, -0.05, -0.28, 1.31, -0.42, -0.45, -0.07, -0.09, -0.11, -0.09, -0.07, -0.28, -0.28, -0.09, -0.02, -0.26, -0.04, -0.01, -0.27, -0.04, -0.25, -0.04, -0.01, 0.07, 0.08, 0.09, 0.12, 0.08, 0.05, 0.08, 0.09, 0.10, 0.10, 0.10, 0.09, 0.04, 0.00, 0.09, 0.12, 0.07, 0.08, 0.09, 0.12, 0.09, 0.06, 0.08, 0.03, 0.09, 0.10, 0.13, 0.02, 0.18, -0.50, 0.08, -0.12, 0.03, -0.16, -0.12, -0.14, 0.01, 0.12, 0.10, 0.14, 0.03, 0.04, 0.12, 0.04, -0.29, 0.12, 0.07]}

[5]
{"formula": "C13H25FN3O4", "method": "ωB97M-V/def2-TZVPD", "charge": -1, "lumo_energy_ha": 0.03629, "orbital_gap_ev": 1.91, "largest_force_ev_per_a": 6.316, "e_tot_ev": -29252.42459, "species": ["C", "C", "F", "C", "O", "C", "C", "C", "C", "C", "C", "N", "N", "C", "O", "C", "N", "H", "H", "H", "H", "H", "H", "H", "H", "H", "H", "H", "H", "H", "H", "H", "H", "H", "H", "H", "H", "H", "O", "C", "C", "O", "H", "H", "H", "H"], "positions_angstrom": [[2.197, -0.747, 0.455], [2.019, 0.838, 0.654], [3.363, 1.355, 0.958], [1.606, 1.599, -0.729], [1.707, 3.009, -0.477], [0.489, 3.754, -0.466], [-0.884, 2.948, -0.348], [-1.241, 2.377, 1.109], [-1.948, 0.930, 1.121], [-2.721, 0.642, 2.528], [-3.692, -0.640, 2.455], [-3.163, -1.790, 1.663], [-0.899, 1.937, -1.459], [0.276, 1.024, -1.375], [0.585, 0.603, -2.755], [-0.233, -0.594, -2.929], [-0.764, -1.688, -2.921], [2.568, -1.026, -0.599], [2.934, -1.087, 1.278], [1.192, -1.235, 0.716], [1.371, 1.139, 1.543], [2.469, 1.327, -1.455], [0.418, 4.457, -1.388], [0.529, 4.476, 0.443], [-1.725, 3.705, -0.607], [-0.347, 2.412, 1.846], [-2.017, 3.104, 1.574], [-2.780, 0.900, 0.318], [-1.205, 0.070, 0.992], [-1.895, 0.382, 3.294], [-3.312, 1.551, 2.902], [-4.701, -0.327, 1.988], [-3.841, -1.036, 3.535], [-3.651, -1.893, 0.765], [-2.142, -1.773, 1.557], [-1.825, 1.440, -1.574], [-0.791, 2.485, -2.349], [-0.046, 0.056, -0.832], [2.385, -3.482, 0.077], [2.082, -4.065, -1.082], [3.430, -4.603, -1.792], [3.128, -5.168, -2.957], [1.580, -3.434, -1.844], [1.404, -4.938, -1.041], [3.920, -5.245, -1.035], [4.116, -3.733, -1.818]], "forces_ev_per_angstrom": [[-0.426, 0.958, 0.962], [1.067, -0.589, -0.865], [-1.978, -0.354, -0.479], [1.357, -0.945, 0.809], [-1.520, -0.213, -0.531], [-0.953, 1.411, 0.492], [-0.252, 1.613, 1.106], [-0.518, -0.188, 0.724], [-1.035, 0.287, 0.841], [0.891, -0.546, -0.038], [-0.043, 0.142, 0.135], [-0.346, 0.767, 0.088], [0.549, 0.967, -0.259], [1.175, -2.008, 0.090], [-2.509, -2.496, 1.015], [-0.860, -3.061, -0.007], [2.723, 5.698, -0.123], [-0.638, 0.285, 1.844], [-1.175, 0.393, -1.647], [1.487, 0.346, -0.717], [0.816, -0.403, -1.230], [-1.568, 0.422, 1.071], [0.178, -1.329, 1.187], [-0.075, -1.229, -1.339], [1.373, -1.247, 0.224], [-1.284, -0.164, -1.488], [1.273, -1.054, -0.900], [1.488, -0.087, 0.953], [-1.017, 1.319, -0.164], [-1.313, 0.630, -0.999], [0.920, -1.220, -0.588], [1.516, -0.512, 0.943], [-0.063, 0.977, -1.659], [0.778, 0.167, 0.566], [-0.825, -0.129, -0.120], [0.445, -0.147, 0.192], [-0.047, -0.435, 0.448], [0.502, 1.758, -0.567], [-0.410, -0.119, -0.308], [-0.700, 0.621, 1.407], [0.621, -0.731, -1.523], [0.449, 0.208, 0.548], [0.414, 0.532, -0.280], [0.242, -0.375, 0.294], [-0.436, -0.427, 0.184], [-0.273, 0.506, -0.291]], "nbo_charge": [-0.66, 0.19, -0.40, 0.02, -0.51, -0.09, -0.16, -0.44, -0.45, -0.42, -0.22, -0.86, -0.72, 0.14, -0.51, 0.38, -0.33, 0.26, 0.27, 0.23, 0.16, 0.26, 0.18, 0.20, 0.23, 0.23, 0.22, 0.20, 0.22, 0.20, 0.21, 0.19, 0.19, 0.37, 0.37, 0.37, 0.42, 0.26, -0.79, -0.04, -0.02, -0.74, 0.10, 0.11, 0.10, 0.09]}